[1]
2 unconnected molecules or ions with the total composition C4H14N3O3 at a distorted geometry, computed with ωB97M-V/def2-TZVPD.

Output
**Expectation value of S²**: 2.008
**Kohn-Sham gap (alpha / beta)**: 6.93 / 4.63 eV
**E**: -550.36490 hartree
**HOMO level (alpha / beta)**: -10.05 / -13.11 eV
**Lowest unoccupied orbital energy (alpha / beta)**: -3.1250 / -8.4781 eV

ORCA input file:
```
! wB97M-V def2-TZVPD RIJCOSX def2/J DEFGRID3
* xyz 1 3
C -0.141 -1.521 -0.604
C -0.326 -0.161 0.091
C 0.372 0.926 -0.538
C -1.913 0.051 0.006
N 0.158 2.137 -0.113
N 1.221 0.630 -1.500
N 3.309 -0.858 1.362
O -2.345 0.102 -1.283
O -2.225 1.249 0.704
O -2.598 -0.914 0.769
H -0.560 -1.443 -1.650
H -0.713 -2.235 -0.147
H 0.880 -1.730 -0.811
H -0.257 -0.213 1.205
H -0.386 2.390 0.786
H 0.500 2.971 -0.659
H 1.730 1.243 -2.057
H 1.325 -0.302 -1.934
H 2.760 -0.818 2.210
H 3.371 0.013 0.937
H 4.227 -1.142 1.634
H -2.731 -0.764 -1.384
H -3.057 1.173 1.227
H -2.602 -0.783 1.746
*
```

---

[2]
2 unconnected molecules or ions with the total composition C4H14N3S at a distorted geometry, computed with ωB97M-V/def2-TZVPD.

Output
**Kohn-Sham gap**: 7.74 eV
**E**: -723.01457 hartree
**ΔE to the lowest compared entry with this formula, charge and spin**: 1.414 eV
**HOMO level**: -11.07 eV
**Lowest unoccupied orbital energy**: -3.3342 eV

ORCA input file:
```
! wB97M-V def2-TZVPD RIJCOSX def2/J DEFGRID3
* xyz 1 1
C 2.880 -0.206 0.113
C 1.409 0.691 1.820
N 2.480 0.869 1.051
N 1.103 -0.533 2.256
N 0.408 1.616 1.939
H 2.834 1.790 0.849
H 1.589 -1.407 2.133
H 0.197 -0.773 2.634
H 0.729 2.561 1.698
H 0.117 1.712 2.913
H 3.675 0.181 -0.529
H 2.085 -0.364 -0.624
H 3.178 -1.073 0.696
C -1.345 -0.562 -0.378
C -3.100 -1.253 -2.487
S -1.713 -0.113 -2.095
H -2.224 -0.389 0.236
H -1.093 -1.597 -0.185
H -0.611 0.166 -0.019
H -3.504 -1.722 -1.590
H -2.787 -1.973 -3.234
H -3.919 -0.561 -2.774
*
```

---

[3]
A molecular structure, C4H14N3Sn at a distorted geometry, computed with ωB97M-V/def2-TZVPD.

Output
**Kohn-Sham gap (alpha / beta)**: 3.01 / 3.58 eV
**E**: -539.17376 hartree
**ΔE to the lowest compared entry with this formula, charge and spin**: 0.000 eV
**HOMO level (alpha / beta)**: 0.20 / -0.08 eV
**Lowest unoccupied orbital energy (alpha / beta)**: 3.2094 / 3.5010 eV

ORCA input file:
```
! wB97M-V def2-TZVPD RIJCOSX def2/J DEFGRID3
* xyz -1 1
C -0.425 0.235 -4.441
Sn -0.512 -1.410 -1.742
N -1.062 -2.577 0.321
H 0.682 -2.485 -2.418
H -0.232 -2.616 0.919
H -1.174 -0.518 -4.128
H 0.085 -0.135 -5.337
H 0.323 0.414 -3.653
H -0.932 1.177 -4.664
H -1.820 -2.153 0.866
H -1.328 -3.534 0.089
C 1.641 0.659 2.697
N 0.524 1.155 1.890
C -0.323 2.193 2.479
C 0.250 0.614 0.752
N 0.147 0.004 -0.263
H 1.605 1.161 3.664
H 2.596 0.881 2.204
H 1.548 -0.423 2.850
H -0.271 3.117 1.893
H -1.364 1.856 2.534
H 0.043 2.386 3.488
*
```